1.
Formula: C2H4N2O
Source: the Open Molecules 2025 dataset
Level of theory: wB97M-V/def2-TZVPD

Output
- Total energy: -263.3208 Eh
- Energy above the lowest of the compared OMol25 structures with the same formula, charge and spin: 111.4 kJ/mol
- Structure (SMILES): N=C=O.C=N

```
! wB97M-V def2-TZVPD RIJCOSX def2/J DEFGRID3
* xyz 0 1
C -0.679 -2.404 0.720
C 0.441 2.427 -0.327
N 0.263 -2.796 0.088
N 0.336 1.192 -0.465
O -1.416 -1.794 1.411
H -0.290 3.254 -0.379
H 1.468 2.826 -0.273
H 0.611 -3.684 -0.210
H -0.734 0.980 -0.565
*
```

=====

2.
Formula: C2H4N2O
Source: the Open Molecules 2025 dataset
Level of theory: wB97M-V/def2-TZVPD

Output
- Total energy: -263.3062 Eh
- Energy above the lowest of the compared OMol25 structures with the same formula, charge and spin: 149.9 kJ/mol
- Structure (SMILES): C=NNC=O

```
! wB97M-V def2-TZVPD RIJCOSX def2/J DEFGRID3
* xyz 0 1
C -0.178 0.746 -1.309
C -0.217 -0.936 0.954
H -0.271 1.600 -1.972
H -0.471 -0.261 -1.696
H 1.195 0.440 1.447
H -1.014 -1.078 0.160
N 0.369 1.090 -0.190
N 0.601 0.097 0.732
O -0.014 -1.698 1.874
*
```

=====

3.
Formula: C2H4N2O
Source: the Open Molecules 2025 dataset
Level of theory: wB97M-V/def2-TZVPD

Output
- Total energy: -263.2129 Eh
- Energy above the lowest of the compared OMol25 structures with the same formula, charge and spin: 394.9 kJ/mol

```
! wB97M-V def2-TZVPD RIJCOSX def2/J DEFGRID3
* xyz 0 1
C 1.803 0.648 -0.028
C 0.412 0.409 -0.284
N 2.955 0.812 0.070
N -0.585 0.968 0.396
O 0.359 -2.065 0.077
H 0.086 0.023 -1.271
H -1.563 0.571 0.204
H -0.178 1.420 1.164
H 1.182 -2.541 -0.319
*
```

=====

4.
Formula: C2H4N2O
Source: the Open Molecules 2025 dataset
Level of theory: wB97M-V/def2-TZVPD

Output
- Total energy: -263.3283 Eh
- Energy above the lowest of the compared OMol25 structures with the same formula, charge and spin: 91.7 kJ/mol
- Structure (SMILES): C=NC(N)=O

```
! wB97M-V def2-TZVPD RIJCOSX def2/J DEFGRID3
* xyz 0 1
C 0.797 -1.038 1.135
C -0.013 0.174 -0.859
N 0.039 -0.705 0.225
N -0.906 1.113 -0.514
O 0.777 0.145 -1.841
H 0.378 -1.900 1.750
H 1.726 -0.600 1.528
H -1.858 0.942 -0.199
H -0.939 1.869 -1.225
*
```

=====

5.
Formula: C2H4N2O
Source: the Open Molecules 2025 dataset
Level of theory: wB97M-V/def2-TZVPD

Output
- Total energy: -263.1246 Eh
- Energy above the lowest of the compared OMol25 structures with the same formula, charge and spin: 626.5 kJ/mol

```
! wB97M-V def2-TZVPD RIJCOSX def2/J DEFGRID3
* xyz 0 1
C -0.352 1.530 0.530
C 0.223 -1.239 0.017
N -0.591 1.837 -0.687
N 0.622 0.094 -0.130
O -0.092 0.744 -1.363
H -0.429 2.075 1.398
H 0.721 -1.689 1.043
H -0.890 -1.646 0.037
H 0.787 -1.707 -0.845
*
```

=====

6.
Formula: C2H4N2O
Source: the Open Molecules 2025 dataset
Level of theory: wB97M-V/def2-TZVPD

Output
- Total energy: -263.2975 Eh
- Energy above the lowest of the compared OMol25 structures with the same formula, charge and spin: 172.6 kJ/mol
- Structure (SMILES): C=NNC=O

```
! wB97M-V def2-TZVPD RIJCOSX def2/J DEFGRID3
* xyz 0 1
C 1.460 -0.354 0.052
C -1.278 -0.159 -0.172
H 2.475 -0.470 -0.299
H 1.079 -1.165 0.827
H -0.776 1.732 0.173
H -0.882 -1.061 -0.478
N 0.841 0.693 -0.269
N -0.426 0.823 0.184
O -2.493 -0.038 -0.019
*
```

=====

7.
Formula: C2H4N2O2
Source: the Open Molecules 2025 dataset
Level of theory: wB97M-V/def2-TZVPD

Output
- Total energy: -338.5093 Eh
- Energy above the lowest of the compared OMol25 structures with the same formula, charge and spin: 377.9 kJ/mol
- Structure (SMILES): [H]/N=C(/O)C(N)=O

```
! wB97M-V def2-TZVPD RIJCOSX def2/J DEFGRID3
* xyz 0 1
C -0.363 -0.422 0.105
C 1.012 0.294 0.182
N -1.293 0.333 -0.649
O 2.100 -0.323 -0.250
N 0.857 1.064 1.183
O -0.358 -1.661 0.083
H 1.838 -1.145 -0.704
H -2.155 -0.168 -0.834
H -1.305 1.334 -0.495
H -0.332 0.695 1.380
*
```

=====

8.
Formula: C2H4N2O2
Source: the Open Molecules 2025 dataset
Level of theory: wB97M-V/def2-TZVPD

Output
- Total energy: -338.4318 Eh
- Energy above the lowest of the compared OMol25 structures with the same formula, charge and spin: 581.2 kJ/mol

```
! wB97M-V def2-TZVPD RIJCOSX def2/J DEFGRID3
* xyz 0 1
C -1.106 -0.283 0.013
C -0.032 0.636 0.430
N -1.249 -0.556 -1.209
N 1.696 0.004 0.083
O 2.150 -0.731 0.898
O 2.110 0.424 -0.935
H -1.623 -0.650 0.926
H -0.083 1.680 -0.122
H 0.038 0.792 1.448
H -1.901 -1.316 -1.534
*
```

=====

9.
Formula: C2H4N2O2
Source: the Open Molecules 2025 dataset
Level of theory: wB97M-V/def2-TZVPD

Output
- Total energy: -338.5136 Eh
- Energy above the lowest of the compared OMol25 structures with the same formula, charge and spin: 366.6 kJ/mol
- Structure (SMILES): C=[N+]([O-])C(N)=O

```
! wB97M-V def2-TZVPD RIJCOSX def2/J DEFGRID3
* xyz 0 1
C -1.575 0.364 -0.225
C 0.432 1.035 -1.221
N 1.375 0.234 -0.770
N -0.916 0.329 -1.336
O 0.526 2.211 -1.521
O -1.106 -0.269 -2.450
H -2.463 -0.133 -0.065
H -1.386 1.135 0.445
H 1.289 -0.768 -0.668
H 2.304 0.744 -0.621
*
```

=====

10.
Formula: C2H4N2O2
Source: the Open Molecules 2025 dataset
Level of theory: wB97M-V/def2-TZVPD

Output
- Total energy: -338.2831 Eh
- Expectation value of S²: 2.0086
- Energy above the lowest of the compared OMol25 structures with the same formula, charge and spin: 458.3 kJ/mol

```
! wB97M-V def2-TZVPD RIJCOSX def2/J DEFGRID3
* xyz 0 3
C -0.886 -0.060 -0.120
C 0.355 -0.492 0.082
N 1.505 0.260 0.118
N 2.835 -0.009 0.028
O 3.221 -1.159 -0.039
O 3.590 0.909 -0.011
H -1.766 -0.587 0.217
H -0.943 0.988 -0.252
H 0.350 -1.532 0.212
H 1.264 1.302 -0.247
*
```